Version a
{
  "formula": "C33H82O24S5",
  "method": "wB97M-V/def2-TZVPD",
  "symbols": ["O", "S", "O", "O", "C", "C", "C", "H", "H", "H", "H", "H", "H", "H", "H", "O", "S", "O", "O", "C", "C", "C", "H", "H", "H", "H", "H", "H", "H", "H", "O", "S", "O", "O", "C", "C", "C", "H", "H", "H", "H", "H", "H", "H", "H", "O", "S", "O", "O", "C", "C", "C", "H", "H", "H", "H", "H", "H", "H", "H", "O", "S", "O", "O", "C", "C", "C", "H", "H", "H", "H", "H", "H", "H", "H", "C", "O", "C", "C", "O", "C", "C", "O", "C", "H", "H", "H", "H", "H", "H", "H", "H", "H", "H", "H", "H", "H", "H", "C", "O", "C", "C", "O", "C", "C", "O", "C", "H", "H", "H", "H", "H", "H", "H", "H", "H", "H", "H", "H", "H", "H", "C", "O", "C", "C", "O", "C", "C", "O", "C", "H", "H", "H", "H", "H", "H", "H", "H", "H", "H", "H", "H", "H", "H"],
  "coordinates": [[6.35312, -2.72223, -2.38908], [5.75653, -1.60165, -1.79939], [4.40735, -1.20773, -2.05468], [6.02819, -1.61684, -0.22766], [5.46562, -0.55308, 0.56952], [5.63534, -0.92188, 1.99084], [6.81257, -0.20466, -2.22687], [4.41712, -0.49368, 0.31930], [5.93269, 0.42873, 0.41801], [4.99058, -1.74480, 2.31225], [5.42808, -0.09567, 2.66488], [6.61894, -1.37100, 2.15886], [7.46580, -0.01281, -1.39059], [6.13867, 0.62092, -2.43109], [7.31091, -0.49805, -3.14071], [-1.10199, -1.73357, 5.98458], [-2.16636, -0.98120, 5.41790], [-3.41721, -1.54987, 5.10294], [-2.44644, 0.32950, 6.26175], [-1.27358, 0.96256, 6.79134], [-1.68669, 1.57409, 8.12941], [-1.48460, -0.26868, 3.92839], [-0.85754, 1.71897, 6.12778], [-0.44600, 0.29342, 7.04374], [-2.00946, 0.83740, 8.86072], [-2.45298, 2.34639, 8.01399], [-0.84147, 2.10819, 8.58397], [-1.17019, -1.05035, 3.25585], [-0.66691, 0.33422, 4.31374], [-2.24781, 0.37704, 3.50235], [-5.75984, 3.01955, 1.22675], [-5.64443, 2.73624, 2.62741], [-4.81878, 1.65175, 3.05005], [-5.11365, 4.04073, 3.38311], [-3.65083, 4.30399, 3.25318], [-3.41898, 5.82120, 3.45292], [-7.24161, 2.72798, 3.33910], [-3.33559, 4.03052, 2.23900], [-3.06586, 3.79561, 4.02285], [-3.55979, 6.06983, 4.50635], [-4.09528, 6.45470, 2.88778], [-2.38449, 6.03528, 3.16309], [-7.15506, 2.73000, 4.41761], [-7.88557, 2.00177, 2.85144], [-7.72122, 3.66878, 3.04422], [0.41045, 2.72184, 4.16646], [1.61712, 2.21947, 4.69907], [1.87336, 2.46908, 6.07110], [1.65008, 0.68253, 4.42712], [2.83324, -0.01607, 4.65340], [2.67655, -1.32180, 3.91697], [2.96596, 2.83205, 3.71030], [3.03769, -0.18148, 5.70813], [3.68027, 0.49755, 4.19241], [1.71416, -1.76049, 4.18175], [3.45026, -2.04792, 4.16423], [2.76810, -1.13277, 2.84874], [3.86569, 2.72022, 4.30995], [2.67917, 3.83612, 3.44408], [3.11766, 2.16387, 2.86189], [2.23623, 0.68455, 1.24115], [1.27993, 0.48940, 0.17773], [0.80421, -0.80864, -0.11466], [0.06066, 1.44674, 0.51579], [-0.74723, 1.20719, 1.71637], [-2.00117, 0.40773, 1.39658], [1.75646, 1.18193, -1.36194], [-1.22012, 2.14343, 2.03139], [-0.12091, 0.84622, 2.52962], [-2.68043, 0.34271, 2.24934], [-1.86947, -0.65098, 1.12980], [-2.48401, 0.85639, 0.52783], [2.39326, 2.03549, -1.14674], [0.84641, 1.43494, -1.89427], [2.21619, 0.41076, -1.97473], [-3.43588, 3.85703, -1.80569], [-2.18061, 4.21044, -2.31023], [-1.14639, 4.16368, -1.36549], [0.18486, 4.28151, -2.09863], [1.07913, 4.98512, -1.26594], [2.21155, 5.48190, -1.93252], [3.30541, 4.46337, -2.18235], [3.74415, 3.93382, -1.00394], [5.01366, 3.38734, -1.02623], [-4.15469, 4.66989, -1.92921], [-3.41857, 3.68043, -0.72190], [-3.75229, 2.95615, -2.32628], [-1.18282, 3.23858, -0.76389], [-1.23011, 4.99484, -0.65323], [-0.04505, 4.78578, -3.06900], [0.55759, 3.34572, -2.54650], [2.62649, 6.32781, -1.37684], [1.92718, 5.92048, -2.90722], [4.14582, 4.98126, -2.69112], [3.04802, 3.72135, -2.96437], [5.05960, 2.62642, -0.25448], [5.75337, 4.17558, -0.87901], [5.18814, 2.89324, -1.99255], [2.72307, -1.89116, -4.90996], [1.61805, -2.03974, -5.72016], [2.00598, -2.14724, -7.02180], [2.86009, -3.36517, -7.33514], [2.49869, -4.48626, -6.59699], [1.66685, -5.39389, -7.31620], [1.15547, -6.49686, -6.44783], [2.20900, -7.33127, -6.11148], [1.81842, -8.42124, -5.30405], [3.46338, -2.66246, -5.13932], [2.51355, -1.90694, -3.84684], [3.20727, -0.91438, -5.10048], [2.61256, -1.25454, -7.25838], [1.18029, -2.14588, -7.72766], [3.92204, -3.12980, -7.19604], [2.79888, -3.44618, -8.43543], [2.31736, -5.90662, -8.05209], [0.86898, -4.89852, -7.87935], [0.46392, -7.01795, -7.14180], [0.58097, -6.07494, -5.61410], [2.66068, -8.75722, -4.70795], [1.52713, -9.26717, -5.95140], [0.95566, -8.17043, -4.68091], [-2.76286, -3.96275, 2.66846], [-3.49584, -4.26977, 1.44382], [-4.30195, -3.22930, 1.17681], [-5.03257, -3.39899, -0.13084], [-4.23961, -3.41419, -1.24277], [-4.01708, -2.16507, -1.71307], [-5.12682, -1.62572, -2.57883], [-4.99071, -1.86724, -3.98473], [-4.86560, -3.18974, -4.30918], [-2.14922, -4.80372, 2.94946], [-3.47537, -3.62186, 3.41734], [-2.14573, -3.11387, 2.32739], [-3.72849, -2.29026, 1.16353], [-5.11890, -3.11330, 1.91250], [-5.83758, -2.66016, -0.20448], [-5.50457, -4.38648, -0.13675], [-3.07284, -2.16385, -2.26108], [-3.85060, -1.42206, -0.91745], [-5.19550, -0.54409, -2.43753], [-6.09779, -2.05471, -2.24827], [-5.81903, -3.72767, -4.31215], [-4.15120, -3.72226, -3.66436], [-4.39807, -3.31058, -5.29164]],
  "charge": 0,
  "gap_ha": 0.3371,
  "smiles": "CCOS(C)(=O)=O.CCOS(C)(=O)=O.CCOS(C)(=O)=O.CCOS(C)(=O)=O.CCOS(C)(=O)=O.COCCOCCOC.COCCOCCOC.COCCOCCOC"
}

---

Version b
{
  "formula": "C33H82O24S5",
  "method": "wB97M-V/def2-TZVPD",
  "symbols": ["O", "S", "O", "O", "C", "C", "C", "H", "H", "H", "H", "H", "H", "H", "H", "O", "S", "O", "O", "C", "C", "C", "H", "H", "H", "H", "H", "H", "H", "H", "O", "S", "O", "O", "C", "C", "C", "H", "H", "H", "H", "H", "H", "H", "H", "O", "S", "O", "O", "C", "C", "C", "H", "H", "H", "H", "H", "H", "H", "H", "O", "S", "O", "O", "C", "C", "C", "H", "H", "H", "H", "H", "H", "H", "H", "C", "O", "C", "C", "O", "C", "C", "O", "C", "H", "H", "H", "H", "H", "H", "H", "H", "H", "H", "H", "H", "H", "H", "C", "O", "C", "C", "O", "C", "C", "O", "C", "H", "H", "H", "H", "H", "H", "H", "H", "H", "H", "H", "H", "H", "H", "C", "O", "C", "C", "O", "C", "C", "O", "C", "H", "H", "H", "H", "H", "H", "H", "H", "H", "H", "H", "H", "H", "H"],
  "coordinates": [[-23.46067, 6.17249, 4.72771], [-23.15216, 5.06916, 5.58774], [-21.84491, 4.48892, 5.59310], [-23.52650, 5.53973, 7.06958], [-22.95927, 6.82095, 7.47948], [-22.40730, 6.60491, 8.85766], [-24.38047, 3.79319, 5.40596], [-23.79720, 7.51404, 7.46608], [-22.12714, 7.19095, 6.88418], [-21.77241, 5.71680, 8.83430], [-23.11656, 6.37127, 9.66302], [-21.87671, 7.47075, 9.25684], [-23.96200, 3.03348, 4.75290], [-25.26851, 4.27051, 5.01003], [-24.56649, 3.33773, 6.37452], [-28.11247, 19.87648, 5.90594], [-27.32920, 20.21028, 4.76421], [-26.87653, 21.54796, 4.55451], [-26.08613, 19.18784, 4.88878], [-24.90787, 19.43041, 4.09896], [-23.71403, 18.81364, 4.79331], [-28.09622, 19.59696, 3.27974], [-24.74592, 20.51017, 3.99547], [-24.98837, 19.05175, 3.07173], [-22.76704, 19.22977, 4.45686], [-23.66206, 17.74833, 4.53785], [-23.78999, 18.81970, 5.87898], [-29.02557, 20.13052, 3.11128], [-28.21383, 18.52428, 3.37924], [-27.43160, 19.80267, 2.44101], [-14.65540, 14.26589, 8.43172], [-15.18412, 15.37214, 9.15095], [-15.21973, 15.35604, 10.57883], [-14.36694, 16.67808, 8.61728], [-14.65010, 17.91540, 9.26886], [-13.40182, 18.55480, 9.89264], [-16.80066, 15.76969, 8.47959], [-15.48158, 17.90803, 9.97243], [-14.93456, 18.62309, 8.47350], [-12.70336, 18.91659, 9.14661], [-12.91526, 17.82448, 10.54006], [-13.78160, 19.38935, 10.48495], [-17.44313, 14.93836, 8.77016], [-16.64307, 15.87938, 7.41732], [-17.20641, 16.62795, 9.00544], [-19.50409, 8.05343, 7.37416], [-18.50606, 7.03698, 7.44693], [-17.13194, 7.35408, 7.24122], [-18.73778, 6.35430, 8.86744], [-17.69386, 5.58248, 9.48399], [-18.08064, 5.35551, 10.92387], [-18.91803, 5.62676, 6.41794], [-16.68670, 5.99961, 9.42031], [-17.64214, 4.65115, 8.90334], [-18.88633, 4.63457, 11.05081], [-18.41931, 6.30629, 11.34231], [-17.22372, 5.03730, 11.51570], [-19.29057, 5.83554, 5.42117], [-19.61496, 4.92536, 6.87702], [-17.99689, 5.03851, 6.37095], [-24.76696, 14.39390, 11.70852], [-23.54125, 14.72399, 11.06312], [-22.67046, 13.67405, 10.63450], [-23.97773, 15.58890, 9.76645], [-22.96604, 15.79298, 8.77673], [-22.91074, 14.79262, 7.65405], [-22.72059, 15.99032, 12.02014], [-21.99763, 15.92230, 9.28899], [-23.07401, 16.82999, 8.42565], [-23.75829, 14.87129, 6.97476], [-22.99458, 13.81958, 8.14564], [-21.96574, 14.89576, 7.13662], [-23.14754, 16.91686, 11.64581], [-21.65293, 15.95713, 11.85186], [-23.09368, 15.83908, 13.02813], [-21.86834, 9.49156, 4.18548], [-21.13016, 10.68278, 4.28188], [-20.93098, 11.00669, 5.64123], [-20.53286, 12.44452, 5.81603], [-19.35292, 12.69778, 5.05419], [-18.76406, 13.92072, 5.39150], [-19.48128, 15.20206, 4.96562], [-19.92775, 15.88493, 6.12424], [-20.88129, 16.88414, 5.89690], [-22.06500, 9.17252, 3.16184], [-22.80643, 9.63800, 4.73670], [-21.37134, 8.60299, 4.61335], [-20.08050, 10.41493, 6.03049], [-21.76550, 10.73928, 6.30536], [-20.33678, 12.68275, 6.87120], [-21.32560, 13.13659, 5.48659], [-17.74873, 13.95184, 4.98210], [-18.53826, 13.93979, 6.47258], [-20.30018, 14.93872, 4.28642], [-18.76424, 15.84264, 4.44389], [-21.91436, 16.56922, 5.70484], [-20.55249, 17.72243, 5.27098], [-21.03870, 17.38739, 6.86790], [-24.41890, 8.38242, 1.06924], [-23.80990, 7.38643, 0.27528], [-23.63953, 6.15248, 0.91171], [-22.45844, 5.48215, 0.27109], [-21.24846, 6.13629, 0.39531], [-20.81032, 6.36062, 1.69926], [-19.39621, 6.88789, 1.61646], [-19.40715, 8.05333, 0.82904], [-18.12094, 8.66918, 0.81071], [-25.51776, 8.26072, 0.99170], [-24.24946, 9.33294, 0.56403], [-24.15510, 8.39296, 2.12750], [-24.50240, 5.47840, 0.90022], [-23.37660, 6.37621, 1.95507], [-22.60190, 5.38119, -0.80638], [-22.43040, 4.43175, 0.61391], [-20.85236, 5.42411, 2.27229], [-21.41125, 7.12235, 2.21298], [-18.74159, 6.08264, 1.24173], [-18.94692, 7.09681, 2.59982], [-18.06468, 9.45222, 0.04686], [-17.20381, 8.08319, 0.88811], [-18.03238, 9.35044, 1.70423], [-30.40978, 18.03315, 0.91977], [-29.05382, 17.59486, 0.84419], [-28.82309, 16.22027, 0.72260], [-27.32862, 16.12534, 0.96326], [-26.87687, 14.83146, 0.75228], [-25.55299, 14.71318, 1.20722], [-25.22764, 13.23743, 1.37828], [-24.38484, 13.03981, 2.51484], [-23.01469, 13.16809, 2.26943], [-30.37349, 19.11894, 0.95333], [-30.82524, 17.73943, 1.89944], [-31.00441, 17.58538, 0.12190], [-29.21399, 15.79202, -0.20415], [-29.30612, 15.66237, 1.54231], [-27.13831, 16.55945, 1.95060], [-26.88003, 16.82924, 0.24546], [-25.42605, 15.25641, 2.14613], [-24.83310, 15.14315, 0.49348], [-24.77888, 12.76076, 0.50211], [-26.14617, 12.70695, 1.64188], [-22.62545, 14.20343, 2.33756], [-22.75550, 12.89893, 1.22926], [-22.41048, 12.55378, 2.93048]],
  "charge": 0,
  "gap_ha": 0.3522,
  "smiles": "CCOS(C)(=O)=O.CCOS(C)(=O)=O.CCOS(C)(=O)=O.CCOS(C)(=O)=O.CCOS(C)(=O)=O.COCCOCCOC.COCCOCCOC.COCCOCCOC"
}

---

Winner for stability: version b

---

Version a
{
  "formula": "C4H11FInNO",
  "method": "wB97M-V/def2-TZVPD",
  "symbols": ["In", "F", "C", "C", "C", "O", "C", "N", "H", "H", "H", "H", "H", "H", "H", "H", "H", "H", "H"],
  "coordinates": [[-2.26527, -1.41490, -1.17633], [-2.47456, -1.97961, 1.51607], [1.24232, -0.56933, 1.77397], [0.17168, -0.39170, 0.66851], [0.55838, 0.68332, -0.36241], [-0.51874, 0.79171, -1.17766], [-0.51538, 1.93997, -2.10790], [-0.32530, -1.64732, 0.11649], [2.23935, -0.60649, 1.32292], [1.15784, -1.50099, 2.32785], [1.23285, 0.32483, 2.40499], [-0.73759, -0.01459, 1.15133], [1.55000, 0.62715, -0.83292], [0.73815, 1.58175, 0.25794], [-1.53101, 2.23249, -2.35836], [0.08133, 1.61269, -2.95314], [-0.09835, 2.80108, -1.58797], [-0.91167, -2.08630, 0.85576], [0.40596, -2.38375, 0.16084]],
  "charge": 2,
  "gap_ha": 0.1593
}

---

Version b
{
  "formula": "C4H11FInNO",
  "method": "wB97M-V/def2-TZVPD",
  "symbols": ["In", "F", "C", "C", "C", "O", "C", "N", "H", "H", "H", "H", "H", "H", "H", "H", "H", "H", "H"],
  "coordinates": [[-2.05031, -1.11272, -2.08231], [-2.63271, 1.70882, -1.84889], [-0.51139, 0.62554, 2.07754], [-0.54557, 0.24892, 0.59787], [0.81793, -0.19361, 0.04312], [0.68109, -0.40607, -1.33833], [1.94738, -0.19439, -1.96976], [-1.53362, -0.83674, 0.51845], [-1.50932, 0.68319, 2.52079], [-0.09012, 1.62785, 2.20742], [0.05524, -0.05507, 2.71527], [-0.88271, 1.13292, 0.04637], [1.21260, -1.10673, 0.50020], [1.53760, 0.56582, 0.35712], [1.95358, -0.49741, -3.01396], [2.83000, -0.63116, -1.49632], [2.14846, 0.87828, -1.90218], [-1.11697, -1.69860, 0.88745], [-2.31117, -0.73883, 1.18016]],
  "charge": 2,
  "gap_ha": 0.1434
}

---

Winner for stability: version a